(1)
DFT (wB97M-V/def2-TZVPD) results for 2 unconnected molecules or ions with the total composition C5H13NO2 at a distorted geometry.

Its strongest force on any atom is 1.9 eV Å⁻¹. Its relative energy (zero: lowest compared OMol25 entry of this formula, charge and spin) is 25.89 kcal per mole. The total energy is -10980.7564 eV. The calculation puts the HOMO-LUMO gap at 0.37298 hartree. The calculation puts the LUMO energy at 0.0320 Eh. Its SMILES is CCC(=O)N(C)C.O. The multiplicity is 1.

Element x y z (Å)
O (2.0990, -1.6923, -2.4962)
O (-0.3692, 0.1088, -1.5066)
N (-1.1169, -0.3336, 0.6214)
C (-2.0508, -1.2870, 0.0105)
C (-0.9481, -0.2723, 2.0572)
C (1.1447, 0.6875, 0.2083)
C (0.9890, 2.2301, -0.0392)
C (-0.1777, 0.0881, -0.3028)
H (1.3594, -1.0687, -2.5416)
H (-2.3962, -0.9371, -0.9691)
H (2.4234, -1.6713, -3.3993)
H (1.9194, 2.7978, -0.1670)
H (2.0023, 0.2727, -0.3286)
H (-1.0995, 0.7151, 2.5368)
H (0.0584, -0.5425, 2.3079)
H (-1.7098, -0.8791, 2.5293)
H (1.3279, 0.4550, 1.2492)
H (0.5666, 2.3612, -1.0444)
H (-2.8952, -1.4092, 0.6667)
H (-1.5613, -2.2514, -0.1942)
H (0.4346, 2.6284, 0.8019)



(2)
DFT (wB97M-V/def2-TZVPD) results for 2 unconnected molecules or ions with the total composition C5H13NO2 at a distorted geometry.

Its strongest force on any atom is 2.4 eV Å⁻¹. Its relative energy (zero: lowest compared OMol25 entry of this formula, charge and spin) is 23.49 kcal per mole. The total energy is -10980.8604 eV. The calculation puts the HOMO-LUMO gap at 0.37223 hartree. The calculation puts the LUMO energy at 0.0197 Eh. Its SMILES is CCC(N)=O.CCO. The multiplicity is 1.

Element x y z (Å)
O (2.3250, 0.7566, -0.4655)
O (-2.7100, -0.4323, 1.0734)
N (-1.3249, -2.1891, 1.1823)
C (-0.6870, 1.5247, 0.9963)
C (-1.5558, -0.8724, 1.0969)
C (1.9260, 0.0607, -1.6519)
C (-0.3349, 0.0134, 1.0115)
C (1.6045, 1.0115, -2.7954)
H (2.4982, 0.0295, 0.1893)
H (0.2469, 2.0603, 0.7698)
H (0.3110, -0.1863, 1.8919)
H (-0.4219, -2.5388, 1.2647)
H (0.1075, -0.2858, 0.0624)
H (2.7566, -0.6045, -1.9663)
H (1.3505, 0.4415, -3.7299)
H (1.0760, -0.6467, -1.5150)
H (0.7580, 1.5886, -2.5313)
H (-2.0710, -2.8190, 1.2392)
H (2.4027, 1.6874, -2.9452)
H (-1.3740, 1.7325, 0.1862)
H (-1.0031, 1.8417, 2.0009)



(3)
DFT (wB97M-V/def2-TZVPD) results for 2 unconnected molecules or ions with the total composition C5H13NO2 at a distorted geometry.

Its strongest force on any atom is 3.6 eV Å⁻¹. Its relative energy (zero: lowest compared OMol25 entry of this formula, charge and spin) is 53.14 kcal per mole. The total energy is -10979.5748 eV. The calculation puts the HOMO-LUMO gap at 0.35209 hartree. The calculation puts the LUMO energy at 0.0154 Eh. Its SMILES is CC(C)N(C)C=O.O. The multiplicity is 1.

Element x y z (Å)
O (-0.1690, 2.3321, -1.5359)
O (-1.1804, -2.9487, 3.3697)
N (0.6771, 0.7421, -0.1113)
C (-1.7012, -0.3963, -0.2819)
C (1.7994, 0.5691, 0.9017)
C (0.1797, -0.6756, -2.0457)
C (0.6198, 2.0085, -0.6570)
C (-0.0892, -0.4702, -0.4808)
H (2.8476, 0.6100, 0.6212)
H (0.0003, -1.7078, -2.2935)
H (1.7891, -0.3684, 1.5389)
H (1.2071, -0.3098, -2.3731)
H (-0.1741, -2.9649, 3.2109)
H (1.3365, 2.7225, -0.1779)
H (-2.1529, -0.8304, -1.1255)
H (-1.9916, 0.7332, -0.2661)
H (-0.4480, 0.0116, -2.6711)
H (1.8395, 1.4154, 1.6771)
H (-1.6282, -3.4836, 2.6796)
H (-1.8771, -1.0241, 0.5980)
H (0.4568, -1.2792, 0.0724)



(4)
DFT (wB97M-V/def2-TZVPD) results for 2 unconnected molecules or ions with the total composition C5H13NO2 at a distorted geometry.

Its strongest force on any atom is 3.5 eV Å⁻¹. Its relative energy (zero: lowest compared OMol25 entry of this formula, charge and spin) is 53.18 kcal per mole. The total energy is -10979.5728 eV. The calculation puts the HOMO-LUMO gap at 0.36529 hartree. The calculation puts the LUMO energy at 0.0210 Eh. Its SMILES is CCC[C@H](N)C=O.O. The multiplicity is 1.

Element x y z (Å)
O (1.2862, -0.3680, -2.7535)
O (-2.3452, -0.6468, 1.1395)
N (0.3314, -2.1140, -0.0366)
C (1.2070, 0.2705, -0.0912)
C (0.5572, 1.1790, 0.9265)
C (0.2159, -0.8183, -0.6986)
C (0.4379, -0.9950, -2.1764)
C (-0.3785, 2.1878, 0.2739)
H (-0.2210, -2.2233, 0.8006)
H (1.9995, -0.1825, 0.5118)
H (1.3212, 1.6586, 1.5889)
H (-0.1266, -1.7954, -2.7018)
H (-0.8786, 1.7192, -0.5443)
H (-0.0765, 0.5502, 1.6363)
H (1.7086, 0.8663, -0.8445)
H (-0.7299, -0.3819, -0.2377)
H (-2.0928, -1.0637, 0.3187)
H (-1.0484, 2.6085, 1.0016)
H (-2.6689, -1.1491, 1.8975)
H (1.3076, -2.3771, 0.0823)
H (0.1940, 3.0750, -0.0929)



(5)
DFT (wB97M-V/def2-TZVPD) results for 2 unconnected molecules or ions with the total composition C5H13NO2 at a distorted geometry.

Its strongest force on any atom is 3.8 eV Å⁻¹. Its relative energy (zero: lowest compared OMol25 entry of this formula, charge and spin) is 62.61 kcal per mole. The total energy is -10970.1078 eV. The calculation puts the HOMO-LUMO gap (spin up / spin down) at 0.30121 / 0.12860 hartree. The calculation puts the LUMO energy (spin up / spin down) at -0.2126 / -0.3562 Eh. The multiplicity is 2. The expectation value of S² is 0.759. The total charge is +1.

Element x y z (Å)
O (0.5807, -2.5778, -0.3458)
O (-1.6974, 1.2427, 2.2575)
N (2.2583, 0.7335, -0.3996)
C (1.0045, -1.3054, 0.1892)
C (-1.9325, 0.8978, 1.0872)
C (-1.3067, 0.5205, -1.3398)
C (-1.1794, 1.4174, -0.1234)
C (1.7681, -0.5728, -0.8944)
H (1.0934, -0.4299, -1.7289)
H (-0.1025, 1.5108, 0.1111)
H (2.9350, 1.1083, -1.0676)
H (1.7670, -1.5048, 1.0111)
H (-0.5930, 0.8244, -2.1106)
H (0.1744, -0.7045, 0.6086)
H (-2.7910, 0.2563, 0.8336)
H (0.1645, -3.0770, 0.4071)
H (2.5525, -1.1720, -1.2992)
H (-2.3182, 0.5301, -1.7609)
H (-1.5776, 2.4438, -0.3079)
H (2.7846, 0.5497, 0.4370)
H (-1.0872, -0.5342, -1.1421)



(6)
DFT (wB97M-V/def2-TZVPD) results for 2 unconnected molecules or ions with the total composition C5H13NO2 at a distorted geometry.

Its strongest force on any atom is 2.6 eV Å⁻¹. Its relative energy (zero: lowest compared OMol25 entry of this formula, charge and spin) is 31.30 kcal per mole. The total energy is -10971.4656 eV. The calculation puts the HOMO-LUMO gap (spin up / spin down) at 0.38921 / 0.19426 hartree. The calculation puts the LUMO energy (spin up / spin down) at -0.1442 / -0.3328 Eh. The multiplicity is 2. The expectation value of S² is 0.781. The total charge is +1.

Element x y z (Å)
O (-0.5594, -1.9844, -1.2457)
O (-1.3617, -4.2788, 0.0427)
N (-0.2419, -0.1505, -0.1019)
C (1.6938, -1.2442, -1.3608)
C (0.3030, -1.1848, -0.8703)
C (0.6094, 0.8071, 0.5604)
C (-0.8051, 2.9901, 0.4752)
C (-0.2822, 1.8005, 1.3156)
H (2.2796, -1.7746, -0.6175)
H (0.0263, 3.5595, 0.0516)
H (-1.5449, 2.6029, -0.2265)
H (1.7311, -1.8857, -2.2586)
H (-0.9784, -4.1544, -0.8326)
H (-1.2218, 3.6895, 1.2277)
H (0.0899, 2.2150, 2.2756)
H (1.4426, 0.3710, 1.1206)
H (1.0356, 1.4840, -0.2020)
H (-1.2079, -0.3423, 0.1801)
H (-1.9934, -3.5829, 0.2267)
H (-1.1614, 1.3330, 1.7449)
H (2.1467, -0.2699, -1.5051)



(7)
DFT (wB97M-V/def2-TZVPD) results for 3 unconnected molecules or ions with the total composition C5H13NO2 at a distorted geometry.

Its strongest force on any atom is 4.9 eV Å⁻¹. Its relative energy (zero: lowest compared OMol25 entry of this formula, charge and spin) is 145.38 kcal per mole. The total energy is -10966.5184 eV. The calculation puts the HOMO-LUMO gap (spin up / spin down) at 0.21834 / 0.21571 hartree. The calculation puts the LUMO energy (spin up / spin down) at -0.2840 / -0.2850 Eh. The multiplicity is 2. The expectation value of S² is 0.755. The total charge is +1.

Element x y z (Å)
O (1.1029, -1.5374, 1.0028)
O (2.3513, 0.4192, 0.2816)
N (0.9588, -0.2617, -1.4984)
C (-0.0285, 0.7923, -1.1474)
C (2.2821, 0.0706, -0.9854)
C (-2.0053, -0.1378, 0.1568)
C (-1.4696, 0.3374, -1.0743)
C (-3.3211, -0.5197, 0.5264)
H (-2.1190, 0.8714, -1.7639)
H (0.0492, 1.5809, -1.9214)
H (0.6285, -1.1184, -1.1423)
H (1.5339, 1.0030, 3.2814)
H (-4.1258, -0.3221, -0.2882)
H (2.8114, 0.8502, -1.6889)
H (-3.3717, -1.0968, 1.4229)
H (0.2865, -1.5103, 1.5209)
H (1.5109, -0.5273, 1.0109)
H (1.0962, 0.9859, 2.6487)
H (-1.2820, -0.1950, 0.9852)
H (2.8487, -0.9368, -1.2079)
H (0.2627, 1.2523, -0.1194)



(8)
DFT (wB97M-V/def2-TZVPD) results for 2 unconnected molecules or ions with the total composition C5H13NO3 at a distorted geometry.

Its strongest force on any atom is 1.7 eV Å⁻¹. Its relative energy (zero: lowest compared OMol25 entry of this formula, charge and spin) is 11.84 kcal per mole. The total energy is -13028.7178 eV. The calculation puts the HOMO-LUMO gap at 0.34178 hartree. The calculation puts the LUMO energy at 0.0199 Eh. Its SMILES is CNC(C)C.O=C(O)O. The multiplicity is 1.

Element x y z (Å)
O (0.0823, 1.9504, -2.3315)
O (-2.0684, 1.9573, -1.6710)
O (-0.6336, 2.9188, -0.3854)
N (-0.5209, -1.1167, 0.1292)
C (-0.7748, 2.2497, -1.5262)
C (0.8053, -0.9916, 0.7507)
C (1.5081, 0.3009, 0.3316)
C (-1.5596, -0.3452, 0.7972)
C (1.6626, -2.1785, 0.3037)
H (0.7204, -1.0267, 1.8438)
H (-2.2343, 0.0661, 0.0421)
H (-1.5376, 2.9380, -0.0183)
H (-1.1774, 0.4860, 1.3969)
H (-2.1621, -0.9895, 1.4455)
H (-2.0666, 1.4289, -2.4976)
H (0.9834, 1.1857, 0.6997)
H (2.6416, -2.1515, 0.7944)
H (-0.8027, -2.0977, 0.1351)
H (1.1882, -3.1307, 0.5633)
H (1.5903, 0.3735, -0.7589)
H (1.8295, -2.1649, -0.7797)
H (2.5262, 0.3378, 0.7352)